Below is one molecule with the formula C4H8NO2PS2 at a distorted geometry, with properties calculated with ωB97M-V/def2-TZVPD.

- Lowest unoccupied orbital energy: -0.49 eV
- Structure (SMILES): OP(O)(=S)N1CCCC1=S
- Largest force on an atom: 0.108 hartree/bohr
- Energy: -40823.4347 eV

Positions of all 18 atoms, in Å:
O1 3.324 0.310 -0.451
P1 2.050 1.208 -0.161
O2 2.507 1.630 1.309
S1 1.577 2.772 -1.230
N1 0.899 0.033 0.129
C1 -0.429 0.128 0.786
C2 -1.577 -0.587 0.093
C3 -0.744 -1.307 -1.050
C4 0.634 -0.882 -1.116
S2 1.723 -1.066 -2.335
H1 3.259 -0.307 -1.151
H2 2.640 2.568 1.381
H3 -0.761 1.229 0.907
H4 -0.374 -0.270 1.813
H5 -2.202 0.058 -0.456
H6 -2.247 -1.152 0.662
H7 -1.308 -1.017 -1.954
H8 -0.766 -2.350 -1.001